The following is a quantum chemistry calculation of a cluster of 6 separate species, C27H64ClO23P4 in total in a non-equilibrium geometry, from OMol25.

Output
**Lowest unoccupied orbital energy**: 0.063 hartree
**HOMO level**: -5.9788 eV

ORCA input file:
```
! wB97M-V def2-TZVPD RIJCOSX def2/J DEFGRID3
* xyz -1 1
H -11.812 -4.603 -11.454
O -13.646 -5.094 -27.262
C -9.436 -6.063 -26.281
C -10.849 -7.840 -14.356
H -7.845 -8.811 -19.017
C -21.803 -6.596 -18.661
O -9.646 -7.004 -14.334
H -12.665 -14.107 -13.896
P -13.019 -4.217 -26.177
H -8.847 -6.016 -25.365
H -14.876 -13.132 -13.844
C -13.334 -4.730 -22.575
H -15.303 -4.939 -23.649
C -4.703 -11.078 -17.855
H -18.040 -14.329 -16.784
O -6.047 -11.260 -22.276
H -4.353 -6.599 -14.718
C -19.574 -6.047 -18.342
P -16.863 -15.027 -12.797
H -13.053 -3.695 -22.377
H -7.467 -13.742 -18.605
H -8.698 -6.286 -27.052
O -7.787 -12.350 -20.725
H -16.840 -18.451 -13.171
H -6.260 -8.127 -19.442
C -12.192 -7.184 -14.825
H -18.635 -15.871 -16.565
H -6.857 -6.765 -15.269
C -14.605 -13.635 -12.916
C -19.870 -6.668 -19.717
O -6.136 -10.664 -19.653
O -8.034 -9.978 -21.227
O -16.157 -10.318 -17.804
H -10.012 -6.988 -26.297
H -5.562 -10.899 -17.208
H -5.786 -12.508 -18.822
C -18.822 -14.850 -16.231
H -19.571 -6.052 -20.566
H -9.574 -12.051 -19.974
H -9.135 -13.908 -18.053
C -7.317 -8.153 -19.707
H -11.533 -2.976 -12.080
H -19.499 -7.689 -19.629
H -14.635 -17.733 -11.219
O -17.000 -16.549 -12.346
H -4.170 -11.936 -17.445
H -18.687 -6.342 -17.781
H -10.810 -4.892 -27.356
O -20.837 -6.337 -17.693
O -16.417 -11.426 -19.859
H -10.600 -8.695 -14.984
H -8.291 -11.491 -18.930
C -6.485 -6.666 -14.249
H -12.925 -7.979 -14.966
H -19.834 -14.541 -16.490
H -19.543 -4.961 -18.433
O -15.265 -14.863 -12.690
O -7.385 -5.976 -13.386
C -5.065 -6.073 -14.082
H -15.538 -17.397 -13.573
H -4.705 -6.104 -13.053
O -14.196 -10.779 -19.000
C -8.602 -12.322 -19.562
H -16.321 -18.383 -10.789
H -12.736 -12.505 -13.002
H -8.746 -14.534 -19.600
O -15.708 -9.163 -19.730
O -17.728 -14.064 -12.028
H -9.793 -3.896 -26.318
H -5.029 -5.031 -14.398
H -13.994 -0.727 -28.669
C -18.590 -14.734 -14.734
H -10.993 -8.208 -13.340
H -8.587 -7.967 -21.185
O -13.925 -3.914 -24.865
O -9.635 -5.597 -12.121
C -13.541 -1.734 -26.806
H -4.113 -10.202 -18.123
O -21.272 -6.642 -19.826
H -12.377 -14.142 -12.324
C -8.509 -13.713 -18.924
C -14.236 -4.849 -23.853
C -7.707 -8.609 -21.146
O -11.549 -4.874 -25.560
O -17.234 -14.949 -14.401
H -6.973 -8.259 -21.871
H -14.294 -2.044 -26.081
C -12.996 -13.564 -13.010
H -18.920 -13.842 -14.200
C -11.049 -3.918 -11.824
H -15.259 -19.358 -11.660
H -13.997 -5.089 -21.788
H -14.013 -5.880 -24.126
H -12.092 -6.798 -15.839
C -14.150 -1.690 -28.182
H -7.701 -7.155 -19.498
C -10.371 -4.820 -26.361
C -5.279 -11.571 -19.053
H -12.605 -6.370 -14.230
P -6.884 -11.063 -21.099
H -10.479 -4.619 -13.737
H -15.234 -1.745 -28.080
H -9.063 -3.903 -12.901
H -14.953 -12.973 -12.124
H -19.271 -15.389 -14.190
H -6.711 -7.687 -13.941
H -10.540 -3.482 -10.965
C -15.512 -18.307 -11.516
C -10.009 -4.429 -12.772
Cl -15.581 -10.426 -19.125
O -8.528 -8.035 -12.154
H -13.884 -2.502 -28.858
O -12.500 -2.750 -26.744
H -13.018 -0.850 -26.442
H -12.399 -5.289 -22.609
P -8.779 -6.745 -12.922
C -16.204 -17.671 -12.754
O -22.955 -6.715 -18.391
H -4.564 -11.799 -19.843
*
```

Here are the Löwdin charges for atoms 1 to 99, given in e: 0.09, -0.28, -0.07, -0.23, 0.07, -0.61, -0.23, 0.06, 0.61, 0.06, 0.12, -0.06, 0.12, -0.07, 0.08, -0.21, 0.07, -0.10, 0.49, 0.07, 0.06, 0.07, -0.19, 0.11, 0.06, -0.06, 0.07, 0.11, -0.24, -0.10, -0.22, -0.15, -0.42, 0.07, 0.10, 0.10, -0.06, 0.14, 0.13, 0.08, -0.09, 0.07, 0.15, 0.07, -0.19, 0.10, 0.14, 0.10, 0.03, -0.41, 0.12, 0.11, -0.27, 0.08, 0.08, 0.12, -0.18, -0.21, -0.05, 0.11, 0.08, -0.38, -0.27, 0.08, 0.07, 0.08, -0.39, -0.25, 0.11, 0.07, 0.07, -0.32, 0.10, 0.11, -0.20, -0.20, -0.26, 0.10, 0.09, 0.06, -0.05, -0.26, -0.25, -0.22, -0.19, 0.12, 0.09, -0.05, 0.11, -0.08, 0.07, 0.07, 0.11, 0.07, -0.07, 0.07, -0.29, -0.38, 0.06

The following is a quantum chemistry calculation of an isolated molecule of C22H26N2O3S, from OMol25.

Output
**Lowest unoccupied orbital energy**: -0.018 hartree
**SMILES**: Cc1ccc2oc(=O)c3cc(C(=O)NCCCN4CCCCCC4)sc3c2c1
**Energy above the lowest of the compared OMol25 structures with the same formula, charge and spin**: 10.85 kcal per mole
**HOMO level**: -8.0998 eV

ORCA input file:
```
! wB97M-V def2-TZVPD RIJCOSX def2/J DEFGRID3
* xyz 0 1
H -2.320 -3.386 -1.623
H -3.947 -1.652 -2.494
H 6.758 2.951 -2.459
H -3.569 -1.858 -0.073
C -0.117 -2.716 -0.681
C 4.300 -2.183 1.732
H -5.622 -0.952 0.393
H 1.773 -3.507 1.260
H -3.635 1.222 3.487
H 3.780 1.323 -1.675
H -2.229 2.845 0.367
H -3.547 -0.564 1.977
H -5.795 0.802 0.476
N -0.677 -2.188 -1.794
H 7.356 0.270 1.563
C -3.171 -0.990 -0.603
C 5.443 -0.284 0.806
H -5.168 -0.643 2.639
C 4.574 1.111 -0.974
N -4.106 0.113 -0.486
H 5.007 3.194 -2.488
C 1.203 -2.162 -0.317
H -2.761 1.374 -1.397
H -0.222 -1.422 -2.268
H -3.403 3.226 2.335
C -2.831 1.985 0.671
C 5.871 3.077 -1.840
O -0.633 -3.598 -0.023
S 1.897 -0.761 -1.097
C 3.218 -1.913 0.792
C 5.704 1.901 -0.928
C 2.020 -2.650 0.660
H -4.283 2.120 -0.911
H -5.292 1.645 3.082
C -2.006 -2.539 -2.236
C -4.508 -0.047 2.005
H 7.593 2.199 0.037
C -3.501 1.421 -0.594
O 5.367 -1.327 1.669
H -2.191 -0.756 -0.161
C -5.080 -0.019 0.577
C -4.337 1.329 2.656
H -1.963 -2.851 -3.284
C -3.846 2.438 1.720
C 6.584 0.513 0.851
C 4.427 0.017 -0.117
H -2.612 -0.511 -2.637
C -2.980 -1.372 -2.076
C 3.297 -0.853 -0.094
C 6.706 1.586 -0.005
H -2.151 1.246 1.099
H 5.999 3.989 -1.259
H -4.698 2.884 1.201
O 4.326 -3.077 2.534
*
```

Atomic charges from the Löwdin analysis, expressed in e, are listed below: 0.12, 0.12, 0.08, 0.13, -0.52, -0.39, 0.12, 0.14, 0.11, 0.11, 0.11, 0.10, 0.12, 0.04, 0.12, -0.20, -0.18, 0.11, 0.01, -0.19, 0.08, -0.39, 0.11, 0.10, 0.10, -0.18, -0.05, 0.07, 1.14, -0.14, -0.27, 0.00, 0.12, 0.11, -0.18, -0.18, 0.12, -0.20, 0.13, 0.12, -0.19, -0.21, 0.12, -0.21, 0.02, -0.15, 0.10, -0.16, -0.39, -0.03, 0.11, 0.08, 0.10, 0.14